(1)
An isolated ion of composition C5H9N2 and charge +1 at a distorted geometry, computed with ωB97M-V/def2-TZVPD.

The spin multiplicity is 1. For the total energy, the calculation gives -305.0263 Ha. The energy relative to the best compared isomer or geometry (same formula, charge and spin) is 127.8 kcal/mol. As for the total charge: +1. As for the HOMO energy: -14.16 eV. The frontier orbital gap is 7.686 eV. The calculation puts the molecular weight at 97.14 g/mol.

Last column: Mulliken charge in e.
Geometry (Å):
C  1.6916  1.2422  0.1379  -0.604
C  0.6575  -0.8603  -0.3441  0.258
C  0.3701  0.5312  -0.0387  0.650
C  -0.1557  -2.0132  0.1390  -1.118
C  -0.8537  1.2344  -0.1432  -1.096
N  2.3126  -0.8565  -0.0624  -0.110
N  2.7334  0.2523  0.0874  -0.150
H  1.8558  2.0902  -0.5355  0.391
H  1.7153  1.7646  1.0599  0.377
H  0.2231  -0.6761  -1.3810  0.288
H  0.0726  -2.4102  1.1671  0.338
H  0.0234  -2.8260  -0.6172  0.317
H  -1.2414  -1.8612  0.1430  0.346
H  -0.8747  2.1030  -0.8030  0.403
H  -1.0763  1.5045  0.9270  0.365
H  -1.6107  0.5902  -0.5850  0.345

***

(2)
An isolated ion of composition C5H9N2 and charge +1 at a distorted geometry, computed with ωB97M-V/def2-TZVPD.

The spin multiplicity is 1. For the total energy, the calculation gives -304.9711 Ha. The energy relative to the best compared isomer or geometry (same formula, charge and spin) is 162.5 kcal/mol. As for the total charge: +1. As for the HOMO energy (alpha / beta): -12.22 / -12.02 eV. The frontier orbital gap (alpha / beta) is 8.157 / 7.119 eV. The calculation puts the molecular weight at 97.14 g/mol.

Last column: Mulliken charge in e.
Geometry (Å):
C  -1.1398  -1.1226  -0.5499  -0.218
C  0.0459  -1.6673  -0.1899  -0.538
C  -1.5963  0.0145  -0.1437  0.172
C  -2.1218  1.0931  0.2538  -0.796
C  0.9665  0.6611  0.2386  -0.356
N  1.9472  1.0268  -0.6442  -0.474
N  0.9269  -0.8427  0.6009  -0.140
H  -1.6907  -1.7960  -1.1640  0.424
H  0.3900  -2.6252  -0.1563  0.522
H  -1.7428  1.9432  -0.2238  0.365
H  -2.8494  1.2776  1.0752  0.267
H  0.3826  1.3909  0.8998  0.449
H  2.2884  2.0122  -0.5040  0.287
H  1.9732  0.6683  -1.6665  0.260
H  0.3567  -0.7544  1.4558  0.410
H  1.8634  -1.2795  0.7183  0.366

***

(3)
An isolated ion of composition C5H9N2O and charge +1 at a distorted geometry, computed with ωB97M-V/def2-TZVPD.

The spin multiplicity is 1. For the total energy, the calculation gives -380.3042 Ha. The energy relative to the best compared isomer or geometry (same formula, charge and spin) is 92.6 kcal/mol. As for the total charge: +1. As for the HOMO energy: -14.40 eV. The frontier orbital gap is 9.869 eV. The calculation puts the molecular weight at 113.14 g/mol.

Last column: Mulliken charge in e.
Geometry (Å):
C  1.0781  -1.3219  -0.6625  0.792
C  0.3924  -1.5065  0.5180  -0.748
C  -0.2428  -0.1249  1.1362  0.480
C  -1.8007  -0.1600  1.0283  -1.626
C  1.0081  1.7551  -1.5946  -0.776
N  0.1203  0.9581  0.4211  -0.523
N  0.7287  0.7786  -0.6197  0.308
O  1.6413  -1.5708  -1.6300  -0.223
H  -0.4675  -2.3263  0.4744  0.338
H  0.9802  -1.8975  1.3890  0.355
H  0.0957  -0.0285  2.2190  0.315
H  -2.2772  0.7293  1.4116  0.384
H  -2.3361  -0.9231  1.4422  0.492
H  -2.1932  -0.2095  0.0581  0.462
H  0.7150  2.6641  -1.1329  0.377
H  0.4628  1.5352  -2.5479  0.310
H  2.0950  1.6487  -1.9103  0.283

***

(4)
An isolated ion of composition C5H9N2O and charge +1 at a distorted geometry, computed with ωB97M-V/def2-TZVPD.

The spin multiplicity is 1. For the total energy, the calculation gives -380.3513 Ha. The energy relative to the best compared isomer or geometry (same formula, charge and spin) is 63.0 kcal/mol. As for the total charge: +1. As for the HOMO energy: -15.13 eV. The frontier orbital gap is 10.868 eV. The calculation puts the molecular weight at 113.14 g/mol. As for the SMILES: C[C@@H]1C/[N+]1=C/NC=O.

Last column: Mulliken charge in e.
Geometry (Å):
C  1.7282  -0.8021  0.6313  -0.462
C  1.0772  0.5115  0.5771  0.304
C  -0.6721  -1.3570  -0.1071  0.087
C  -2.5025  0.3068  0.0890  -0.058
C  1.2621  1.3792  -0.6718  -1.484
N  -1.9386  -0.9689  -0.2890  -0.114
N  0.3669  -0.7103  0.3033  -0.006
O  -2.0661  1.1242  0.8061  -0.350
H  2.5661  -0.9703  -0.0764  0.288
H  1.8342  -1.1110  1.6582  0.280
H  0.9144  1.0814  1.5014  0.292
H  -0.5253  -2.4751  -0.3973  0.317
H  -3.4850  0.4531  -0.3771  0.390
H  1.1651  0.9812  -1.5980  0.465
H  2.2339  1.8388  -0.4981  0.387
H  0.6361  2.3405  -0.6952  0.334
H  -2.5946  -1.6220  -0.8564  0.329

***

Please write out number 1 again, unchanged.
An isolated ion of composition C5H9N2 and charge +1 at a distorted geometry, computed with ωB97M-V/def2-TZVPD.

The spin multiplicity is 1. For the total energy, the calculation gives -305.0263 Ha. The energy relative to the best compared isomer or geometry (same formula, charge and spin) is 127.8 kcal/mol. As for the total charge: +1. As for the HOMO energy: -14.16 eV. The frontier orbital gap is 7.686 eV. The calculation puts the molecular weight at 97.14 g/mol.

Last column: Mulliken charge in e.
Geometry (Å):
C  1.6916  1.2422  0.1379  -0.604
C  0.6575  -0.8603  -0.3441  0.258
C  0.3701  0.5312  -0.0387  0.650
C  -0.1557  -2.0132  0.1390  -1.118
C  -0.8537  1.2344  -0.1432  -1.096
N  2.3126  -0.8565  -0.0624  -0.110
N  2.7334  0.2523  0.0874  -0.150
H  1.8558  2.0902  -0.5355  0.391
H  1.7153  1.7646  1.0599  0.377
H  0.2231  -0.6761  -1.3810  0.288
H  0.0726  -2.4102  1.1671  0.338
H  0.0234  -2.8260  -0.6172  0.317
H  -1.2414  -1.8612  0.1430  0.346
H  -0.8747  2.1030  -0.8030  0.403
H  -1.0763  1.5045  0.9270  0.365
H  -1.6107  0.5902  -0.5850  0.345

***

What is the formula in the third record?
C5H9N2O